No. 1
This record from OMol25 describes C5H10O2 as an isolated structure. The level of theory is wB97M-V/def2-TZVPD.

Last column: natural (NBO) charge in e.
Cartesian coordinates (Å):
1 C 1.480407 0.724199 0.801554  -0.290
2 O 1.090042 0.750544 -0.605098  -0.543
3 C 0.239337 -0.254645 -1.095759  0.067
4 C 0.561991 -1.572309 -0.416105  -0.104
5 O -0.326966 -1.200331 0.663981  -0.543
6 C -1.038413 -0.322989 -0.256486  0.073
7 C -1.617178 0.983311 0.257868  -0.649
8 H 1.220560 -0.135489 1.437214  0.217
9 H 2.563538 0.798469 0.774018  0.185
10 H 1.005206 1.577658 1.296696  0.180
11 H 0.163316 -0.177749 -2.191835  0.193
12 H 1.612385 -1.712892 -0.123722  0.190
13 H 0.177356 -2.459684 -0.926887  0.180
14 H -1.810728 -0.943734 -0.723298  0.172
15 H -2.486823 1.242383 -0.356580  0.219
16 H -1.945175 0.906315 1.299160  0.228
17 H -0.888850 1.796935 0.165272  0.225

Force components x, y, z for each atom (eV/Å):
0.2 0.4 -0.2
0.2 0.0 0.3
0.0 -0.1 0.1
0.1 -0.2 0.0
-0.5 -0.6 0.1
-0.3 0.1 -0.1
0.0 -0.1 0.0
0.0 0.2 -0.9
0.1 0.4 0.2
0.4 0.1 -0.1
0.2 0.1 0.5
-0.3 0.0 0.1
0.1 0.0 -0.1
-0.1 0.2 -0.2
0.1 0.0 0.2
0.0 -0.1 -0.1
-0.1 -0.2 0.1

Energy above the lowest of the compared OMol25 structures with the same formula, charge and spin (kJ/mol): 305.7
Charge: 0
Calculated total energy (a.u.): -346.90899
Lowest unoccupied orbital energy (eV): 1.053
Kohn-Sham gap (eV): 10.661

No. 2
This record from OMol25 describes a 5-piece molecular cluster, C34H70F7N6O8PS overall. The level of theory is wB97M-V/def2-TZVPD.

Last column: Löwdin charge in e.
Cartesian coordinates (Å):
1 C 6.573271 3.947668 4.464086  -0.115
2 C 6.009496 2.791556 3.622480  -0.261
3 C 5.094496 1.844642 4.406870  -0.211
4 C 3.840868 2.529645 4.966219  -0.218
5 N 2.786887 2.834041 3.997088  0.015
6 C 2.336620 1.806080 3.096085  -0.381
7 C 1.991622 0.514063 3.819330  -0.180
8 N 1.756689 -0.598695 2.882768  -0.308
9 C 0.862572 -1.617659 3.447208  -0.252
10 C 1.183705 -2.171045 4.843298  -0.175
11 C 0.037896 -3.075832 5.353878  -0.183
12 C 0.293445 -4.589130 5.521702  -0.194
13 C 1.252653 -5.279956 4.534728  -0.204
14 C 2.660253 -5.551168 5.087607  -0.199
15 C 3.415069 -6.696854 4.383899  -0.164
16 C 4.401120 -6.241837 3.317126  -0.250
17 O 5.373984 -7.249540 3.131647  -0.226
18 C 6.294012 -6.960986 2.088917  -0.106
19 P 3.115067 -1.018068 1.907074  0.957
20 C 3.631742 -2.699723 2.416913  -0.287
21 C 2.308420 -1.473363 0.305235  -0.409
22 C 3.152342 -1.041722 -0.911494  -0.157
23 O 1.126149 2.318284 2.503386  -0.109
24 C 1.041728 2.127474 1.136449  -0.254
25 S -0.629364 2.441718 0.582418  0.774
26 O -0.691311 2.049957 -0.796517  -0.281
27 O -1.017559 3.750771 1.009447  -0.254
28 C -1.743741 1.258044 1.561481  -0.463
29 F -1.075284 0.738133 2.581828  0.137
30 F -2.728550 2.012631 2.020375  0.150
31 C -2.422533 0.104226 0.763609  -0.385
32 F -3.082079 0.633295 -0.261573  0.174
33 F -3.303240 -0.447493 1.608286  0.171
34 C -1.539296 -1.062941 0.242457  -0.567
35 F -2.323206 -2.039228 -0.176588  0.207
36 F -0.765001 -0.685068 -0.751657  0.189
37 F -0.760119 -1.528401 1.219237  0.158
38 H 6.620720 3.666635 5.522325  0.074
39 H 5.977193 4.860607 4.382697  0.068
40 H 7.592656 4.194342 4.155548  0.068
41 H 6.844025 2.195982 3.235455  0.103
42 H 5.484551 3.184015 2.742655  0.101
43 H 4.829018 0.996001 3.765612  0.079
44 H 5.667937 1.429148 5.247470  0.115
45 H 4.136503 3.493063 5.395400  0.112
46 H 3.418021 1.957774 5.798560  0.109
47 H 3.011424 3.674847 3.478627  0.122
48 H 3.027798 1.610279 2.259822  0.109
49 H 1.046388 0.715415 4.339859  0.139
50 H 2.737252 0.267517 4.581295  0.108
51 H -0.140689 -1.170712 3.511234  0.100
52 H 0.784137 -2.443821 2.730356  0.101
53 H 2.147914 -2.686072 4.867690  0.088
54 H 1.269295 -1.321946 5.529775  0.102
55 H -0.822038 -2.941296 4.684583  0.106
56 H -0.288336 -2.694545 6.327092  0.106
57 H -0.683322 -5.078289 5.435484  0.104
58 H 0.629262 -4.798939 6.545075  0.104
59 H 0.823311 -6.250120 4.256928  0.106
60 H 1.304293 -4.695128 3.606965  0.097
61 H 3.274236 -4.643631 5.057676  0.093
62 H 2.550617 -5.815503 6.146113  0.108
63 H 2.684788 -7.377498 3.932097  0.109
64 H 3.994067 -7.258789 5.124036  0.117
65 H 4.894552 -5.307579 3.626108  0.115
66 H 3.889880 -6.046990 2.360109  0.129
67 H 5.895902 -7.281881 1.121039  0.085
68 H 7.202198 -7.528837 2.287041  0.088
69 H 6.539108 -5.890483 2.055537  0.087
70 H 2.861852 -3.461833 2.269126  0.026
71 H 4.477262 -2.952565 1.764327  0.044
72 H 3.994746 -2.717157 3.445856  0.031
73 H 2.130915 -2.554581 0.271857  0.075
74 H 1.316305 -1.008279 0.282678  0.031
75 H 4.211212 -0.937736 -0.652486  0.052
76 H 2.826694 -0.068957 -1.293101  0.063
77 H 3.065837 -1.756216 -1.733815  0.067
78 H 1.344672 1.130516 0.794666  0.097
79 H 1.562546 2.905828 0.548650  0.137
80 C 5.747466 -11.920796 0.660343  -0.013
81 C 5.877378 -10.536917 1.255246  -0.539
82 O 6.683161 -9.723494 0.830545  0.024
83 N 5.056332 -10.213007 2.289735  0.022
84 C 4.052361 -11.040127 2.921299  -0.078
85 H 6.469133 -12.004487 -0.146431  0.081
86 H 5.952333 -12.690380 1.405462  0.083
87 H 4.745136 -12.086198 0.263544  0.083
88 H 5.178930 -9.268951 2.638869  0.106
89 H 3.061113 -10.590817 2.832797  0.081
90 H 4.269324 -11.179066 3.982103  0.083
91 H 4.022521 -12.018720 2.451703  0.068
92 C -2.470983 4.501302 -3.962020  -0.004
93 C -3.510815 5.483157 -3.470176  -0.540
94 O -4.301464 6.017053 -4.235722  0.014
95 N -3.535842 5.750537 -2.142445  0.016
96 C -2.679423 5.205620 -1.105546  -0.082
97 H -2.588276 4.401232 -5.036706  0.081
98 H -1.462884 4.854478 -3.742591  0.086
99 H -2.596852 3.525156 -3.492120  0.084
100 H -4.249729 6.410277 -1.874890  0.140
101 H -3.260208 4.663715 -0.359171  0.083
102 H -2.128755 5.998629 -0.598702  0.088
103 H -1.963507 4.516119 -1.539156  0.053
104 C -9.341359 5.749834 -7.589838  -0.013
105 C -8.062207 5.121236 -8.100598  -0.566
106 O -8.044310 4.462367 -9.130993  0.010
107 N -6.937488 5.325874 -7.376332  0.015
108 C -6.772156 6.080325 -6.145225  -0.075
109 H -10.138865 5.489957 -8.279606  0.083
110 H -9.592005 5.377822 -6.595964  0.083
111 H -9.258863 6.836046 -7.533358  0.073
112 H -6.120483 4.880485 -7.765174  0.140
113 H -6.056067 6.890206 -6.280985  0.082
114 H -6.397843 5.444790 -5.345217  0.066
115 H -7.724885 6.504892 -5.843292  0.072
116 C -10.650930 9.240329 -11.927557  -0.014
117 C -10.009367 9.372805 -10.563615  -0.558
118 O -10.368520 10.221715 -9.764693  0.026
119 N -9.012883 8.501461 -10.259506  0.009
120 C -8.460416 7.433098 -11.072313  -0.064
121 H -11.419942 10.002510 -12.007171  0.080
122 H -9.918373 9.384228 -12.722553  0.082
123 H -11.104523 8.256733 -12.054512  0.082
124 H -8.625636 8.641827 -9.339363  0.130
125 H -8.588911 6.466820 -10.582559  0.064
126 H -7.394922 7.595655 -11.243133  0.086
127 H -8.959025 7.398568 -12.035733  0.072

Force components x, y, z for each atom (eV/Å):
0.0 -0.1 0.0
0.1 -0.1 0.0
0.1 0.1 0.1
0.1 0.0 -0.1
0.0 0.0 0.1
0.1 0.2 0.0
-0.2 -0.1 0.0
0.4 -0.1 0.5
-0.2 0.0 -0.1
0.0 0.1 0.1
0.0 0.0 0.0
-0.1 0.0 0.0
0.0 0.1 -0.1
-0.1 -0.1 0.0
0.0 0.2 0.0
-0.2 0.0 -0.2
0.1 0.0 0.1
0.1 0.1 -0.1
-0.3 0.1 0.0
0.2 -0.1 -0.1
-0.1 -0.1 -0.2
-0.1 0.1 0.0
0.0 0.2 -0.1
0.1 0.0 -0.1
-0.1 -0.1 0.1
0.0 0.2 0.0
0.0 -0.1 0.0
0.2 -0.1 -0.7
0.3 -0.2 0.5
-0.5 0.4 0.3
0.5 0.0 0.1
-0.3 0.1 -0.5
-0.3 -0.2 0.3
0.0 0.3 0.3
-0.3 -0.3 -0.1
0.3 0.2 -0.5
-0.2 -0.1 0.1
0.0 0.1 -0.1
0.0 -0.1 0.1
-0.1 0.0 0.0
-0.1 0.1 0.0
0.0 0.0 0.1
-0.1 0.0 0.1
-0.1 0.1 -0.1
-0.1 -0.1 0.0
0.0 0.0 -0.2
-0.1 -0.1 0.0
0.1 0.0 0.2
0.2 0.0 0.0
0.0 0.0 -0.1
0.2 -0.1 0.0
0.0 0.1 0.1
-0.1 0.0 -0.1
0.1 -0.1 -0.1
0.1 0.0 0.0
-0.1 -0.1 -0.1
0.1 0.1 0.1
0.0 0.1 -0.1
0.0 0.1 0.0
0.0 -0.1 0.0
-0.1 0.0 0.1
0.0 0.1 -0.1
0.2 -0.1 0.1
-0.1 0.0 -0.1
0.0 -0.1 0.0
0.0 0.1 0.1
0.1 0.1 0.1
-0.1 0.0 -0.1
-0.1 -0.1 0.1
0.0 0.1 0.1
-0.1 0.0 0.1
0.0 0.0 0.0
0.0 0.1 0.0
0.4 -0.1 0.0
-0.1 -0.1 -0.1
0.1 -0.1 0.1
0.0 0.1 0.1
-0.2 0.1 0.0
0.1 -0.2 0.1
0.1 0.0 0.0
-0.2 0.1 0.2
0.1 -0.2 -0.1
0.0 0.0 -0.1
0.0 0.0 0.0
0.0 0.0 0.0
0.0 0.0 0.0
0.0 0.0 0.0
-0.1 0.0 0.0
0.0 0.0 0.0
0.0 0.0 0.0
0.0 0.0 0.0
0.0 0.0 0.0
0.0 0.0 0.0
0.0 0.0 0.0
0.0 0.0 0.0
-0.1 0.1 -0.1
0.0 0.0 0.0
0.0 0.0 0.0
0.0 0.0 0.0
0.0 0.0 0.0
0.0 0.0 0.0
0.0 0.0 0.0
0.0 0.0 0.0
0.0 0.0 0.0
-0.1 0.1 0.0
0.0 0.0 0.0
0.1 0.0 0.0
-0.1 -0.1 -0.1
0.0 0.0 0.0
0.0 0.0 0.0
0.0 0.0 0.0
0.0 0.0 0.0
0.0 0.0 0.0
0.0 0.0 0.0
0.0 0.0 0.0
0.0 0.0 0.0
0.0 0.0 0.0
0.0 0.0 0.0
0.0 0.0 0.0
0.0 0.0 0.1
0.0 0.0 0.0
0.0 0.0 0.0
0.0 0.0 0.0
0.0 0.0 0.0
0.0 0.0 -0.1
0.0 0.0 0.0
0.0 0.0 0.0

Charge: 0
Calculated total energy (a.u.): -3706.54936
Lowest unoccupied orbital energy (eV): 0.329
Kohn-Sham gap (eV): 9.232

No. 3
This record from OMol25 describes C15H45F2K2NO24P5S2 as an isolated structure. The level of theory is wB97M-V/def2-TZVPD.

Last column: Löwdin charge in e.
Cartesian coordinates (Å):
1 K -18.242360 -1.252730 6.247540  0.992
2 K -15.360160 3.573340 3.734040  0.990
3 N -15.803190 -1.460540 1.154030  -0.303
4 S -14.633740 -2.659950 0.794780  0.598
5 O -13.343960 -2.246380 0.230880  -0.302
6 O -15.060660 -4.042830 0.457150  -0.296
7 F -14.171950 -2.749660 2.370600  -0.270
8 S -16.404620 -1.550960 -0.293920  0.430
9 O -17.280430 -2.650410 -0.709150  -0.291
10 O -15.611230 -0.877490 -1.292610  -0.297
11 F -17.439360 -0.319910 -0.105300  -0.256
12 C -7.159380 -6.596230 -2.860820  -0.155
13 O -7.747080 -7.522370 -3.686870  -0.194
14 P -7.645670 -9.056730 -3.278530  0.424
15 O -8.402780 -9.974410 -4.188400  -0.250
16 O -6.036690 -9.310740 -3.282850  -0.247
17 C -5.436550 -10.647960 -3.052520  -0.050
18 O -8.007850 -9.055090 -1.704720  -0.246
19 C -9.331120 -9.527430 -1.300180  -0.069
20 H -7.939330 -6.002040 -2.384660  0.095
21 H -6.480380 -6.071280 -3.532750  0.101
22 H -6.618060 -6.927210 -1.974520  0.085
23 H -5.138480 -10.552730 -2.008400  0.082
24 H -4.601290 -10.931710 -3.692770  0.088
25 H -6.238150 -11.386480 -3.041480  0.079
26 H -9.420030 -10.613410 -1.271120  0.088
27 H -9.977770 -9.026360 -2.020510  0.087
28 H -9.610600 -9.216080 -0.293680  0.083
29 C -9.925610 4.405940 8.617080  -0.079
30 O -9.060040 3.277520 8.384320  -0.183
31 P -9.416630 2.308570 7.244300  0.435
32 O -9.667010 2.939080 5.935410  -0.240
33 O -8.195890 1.227640 7.177870  -0.229
34 C -7.958170 0.517200 5.992540  -0.111
35 O -10.665160 1.338300 7.848970  -0.250
36 C -10.532140 0.560330 9.052380  -0.121
37 H -9.356890 5.317680 8.434350  0.096
38 H -10.388030 4.469370 9.602090  0.094
39 H -10.717720 4.550180 7.882320  0.079
40 H -8.140250 1.167720 5.137110  0.083
41 H -8.568190 -0.381440 6.084290  0.096
42 H -6.907160 0.254440 5.872320  0.093
43 H -10.551500 -0.529270 9.030070  0.084
44 H -11.224850 0.777560 9.865430  0.080
45 H -9.530630 0.747280 9.439850  0.077
46 C -10.243870 7.947390 -5.535450  -0.086
47 O -9.663150 6.860700 -4.782000  -0.215
48 P -8.491390 5.914600 -5.297820  0.414
49 O -7.198920 6.632200 -5.573010  -0.255
50 O -8.456110 4.760140 -4.197700  -0.213
51 C -9.603170 3.992550 -3.831540  -0.098
52 O -9.132860 5.222080 -6.616870  -0.249
53 C -8.446580 4.213760 -7.374790  -0.083
54 H -10.572840 7.569440 -6.503460  0.077
55 H -9.520920 8.693620 -5.864950  0.090
56 H -11.158330 8.443510 -5.210270  0.086
57 H -9.859370 4.250170 -2.803880  0.088
58 H -9.339830 2.936170 -3.884690  0.090
59 H -10.478920 4.123300 -4.467200  0.088
60 H -9.101480 4.068750 -8.233970  0.094
61 H -8.355000 3.280610 -6.818960  0.080
62 H -7.401430 4.475370 -7.540080  0.090
63 C -19.661200 -9.031440 10.418480  -0.090
64 O -18.765240 -8.303790 9.544220  -0.237
65 P -17.205680 -7.864170 9.908870  0.478
66 O -16.721270 -6.569400 9.350470  -0.269
67 O -17.091750 -7.954610 11.509870  -0.231
68 C -15.797110 -7.746520 12.073580  -0.094
69 O -16.376400 -9.153380 9.335060  -0.237
70 C -16.006640 -9.141060 7.947960  -0.100
71 H -20.274340 -8.288480 10.928570  0.085
72 H -19.074050 -9.638640 11.107440  0.083
73 H -20.390600 -9.714100 9.982530  0.086
74 H -15.802600 -8.206920 13.061560  0.098
75 H -15.745210 -6.663000 12.180370  0.085
76 H -14.943610 -7.939090 11.423540  0.092
77 H -16.755920 -9.669740 7.358750  0.090
78 H -15.081210 -9.705410 7.833170  0.087
79 H -15.820250 -8.125460 7.598800  0.078
80 C -21.264170 5.508980 -10.296140  -0.088
81 O -20.664690 4.175100 -10.297760  -0.265
82 P -21.628570 2.859020 -10.616040  0.556
83 O -23.096640 3.110660 -10.336810  -0.268
84 O -21.194800 2.521310 -12.175110  -0.226
85 C -19.792590 2.424850 -12.486340  -0.119
86 O -20.970940 1.523680 -9.862890  -0.237
87 C -20.843280 1.541820 -8.407940  -0.095
88 H -22.198200 5.411350 -9.742830  0.072
89 H -21.468640 5.909630 -11.289010  0.090
90 H -20.733350 6.276410 -9.732780  0.081
91 H -19.156560 2.840970 -11.705060  0.073
92 H -19.566470 3.012250 -13.376240  0.088
93 H -19.360800 1.434960 -12.633870  0.087
94 H -21.152670 0.670340 -7.830970  0.088
95 H -21.186790 2.449870 -7.912420  0.080
96 H -19.768410 1.664090 -8.274480  0.082

Force components x, y, z for each atom (eV/Å):
0.0 -0.4 -0.1
0.2 0.0 -0.3
2.0 -3.2 -0.9
4.1 -2.8 2.4
-2.8 0.1 0.4
0.2 3.7 0.9
-0.7 -0.2 -0.4
-4.5 2.8 -4.5
1.8 1.6 1.3
0.7 -1.6 0.2
-0.9 -0.1 1.0
0.8 2.0 1.0
-0.7 -2.7 -0.4
0.5 -1.7 -1.4
0.8 1.4 1.8
-0.5 -0.2 -0.5
-1.6 1.0 1.6
0.0 -0.8 0.1
0.0 0.6 -0.6
0.0 0.6 -0.6
0.0 0.7 0.6
0.3 -0.8 -0.4
0.6 -0.4 -0.1
-0.4 0.6 -0.3
0.2 -0.1 -0.5
0.2 0.1 -0.6
-0.7 -0.7 0.3
0.6 0.5 0.0
-0.1 1.4 -0.6
0.0 0.7 1.5
-0.2 -3.6 -1.5
-0.8 -0.4 0.9
-0.8 2.4 1.9
0.1 -0.2 -0.9
0.3 0.8 -0.8
1.7 0.3 1.0
0.4 -0.2 0.4
0.5 -0.7 0.1
-0.1 -0.8 -0.2
-0.6 -0.4 -0.1
0.0 -0.1 -0.8
0.0 -0.1 0.7
-0.3 -0.1 -1.4
-0.4 0.8 -0.5
0.0 0.1 0.3
0.4 -0.3 -2.4
-0.9 0.4 0.3
1.5 1.1 -1.4
-2.1 -1.7 0.8
0.2 0.7 -0.6
-0.2 -0.4 0.3
0.1 0.5 1.1
0.0 -0.1 0.6
0.0 -0.5 -0.1
0.3 0.0 0.8
0.4 -0.5 1.4
0.0 0.0 -0.1
0.2 0.1 0.1
0.2 0.4 -0.2
0.7 0.0 -0.2
-0.5 -0.1 0.2
-0.2 0.5 -0.7
0.4 0.4 1.0
1.4 0.7 0.3
-0.7 -0.8 -0.8
-1.0 -1.4 0.4
-0.6 -1.1 -1.9
0.0 1.8 0.4
-0.5 1.3 0.9
0.4 -0.3 -0.2
0.2 -0.1 0.4
-0.1 0.2 0.2
0.5 0.2 -1.1
0.3 -0.2 -0.4
0.2 0.1 0.5
-0.3 -0.9 0.0
-0.2 0.3 0.0
0.0 0.0 0.3
-0.2 -0.1 0.0
-1.2 -0.5 0.6
-0.6 -0.7 0.1
-0.8 -0.1 -0.4
3.3 -0.6 -0.8
-0.3 -0.1 1.8
1.0 0.6 0.2
-1.2 2.1 0.0
1.8 1.1 0.0
-0.3 0.1 -0.3
0.2 -0.4 -0.1
0.9 -0.7 -0.1
-0.3 0.2 0.2
-0.4 0.0 -0.1
-1.0 -0.4 0.0
-0.5 -0.2 -0.9
-0.8 0.0 -0.4
0.2 -0.5 0.2

Energy above the lowest of the compared OMol25 structures with the same formula, charge and spin (kJ/mol): 356.5
Charge: +1
Calculated total energy (a.u.): -6361.80240
Lowest unoccupied orbital energy (eV): -5.297
Kohn-Sham gap (eV): 5.412

Question: What is the Kohn-Sham gap in the second record?
Answer: 9.232 eV